1.
7 unconnected molecules or ions with the total composition C64H75F3N7O18P at a distorted geometry, computed with the ωB97M-V functional and the def2-TZVPD basis.

Each line ends with the Löwdin charge.
Atoms and positions in Å:
1 C 4.63 -4.23 1.48  -0.150
2 C 3.93 -4.49 0.03  -0.412
3 P 2.57 -3.25 -0.38  1.036
4 C 1.23 -3.16 0.95  -0.380
5 C 0.91 -4.54 1.72  -0.156
6 C 1.87 -3.47 -2.13  -0.510
7 C 1.74 -5.04 -2.58  -0.147
8 C 0.94 -5.95 -1.53  -0.193
9 C 0.54 -7.32 -2.32  -0.198
10 C -0.22 -8.39 -1.39  -0.211
11 C 0.03 -8.24 0.18  -0.217
12 C 1.51 -8.75 0.66  -0.183
13 C 1.86 -7.98 2.03  -0.173
14 C 2.55 -8.89 3.15  -0.171
15 O 3.72 -8.28 3.77  -0.059
16 C 3.40 -7.10 4.48  -0.418
17 C 4.64 -6.15 4.91  0.006
18 O 2.26 -6.75 4.86  0.038
19 C 2.97 -2.84 -3.14  -0.150
20 O 2.63 -3.01 -4.55  0.009
21 C 3.75 -3.49 -5.29  -0.414
22 F 3.50 -3.43 -6.69  0.084
23 F 4.94 -2.72 -5.09  0.070
24 F 3.97 -4.88 -5.02  0.073
25 O 0.53 -2.91 -2.28  -0.046
26 C 0.55 -1.52 -2.64  -0.321
27 O 0.20 -1.25 -3.83  0.042
28 C 0.91 -0.29 -1.68  -0.087
29 C -0.14 -0.07 -0.46  -0.131
30 C 0.62 0.07 0.98  -0.257
31 N 0.51 1.43 1.57  -0.094
32 C 0.93 1.42 3.02  -0.182
33 C 2.43 0.91 3.17  -0.085
34 C 3.53 1.25 2.09  -0.024
35 C 4.98 0.74 2.18  -0.082
36 C 5.43 -0.14 3.38  -0.085
37 C 4.41 -0.47 4.49  -0.027
38 C 2.94 0.05 4.38  -0.178
39 O 2.06 -0.31 5.47  -0.053
40 H 4.66 -3.13 1.76  0.068
41 H 5.69 -4.70 1.39  0.086
42 H 4.02 -4.87 2.23  0.049
43 H 3.62 -5.59 0.03  0.056
44 H 4.77 -4.40 -0.76  0.084
45 H 0.26 -2.66 0.57  0.072
46 H 1.63 -2.43 1.76  0.068
47 H -0.22 -4.72 1.70  0.081
48 H 1.20 -4.51 2.84  0.086
49 H 1.53 -5.37 1.25  0.016
50 H 1.09 -5.01 -3.54  0.132
51 H 2.75 -5.48 -2.89  0.126
52 H 0.03 -5.43 -1.09  0.127
53 H 1.71 -6.28 -0.74  0.075
54 H -0.01 -7.08 -3.30  0.112
55 H 1.54 -7.80 -2.63  0.113
56 H 0.19 -9.44 -1.68  0.113
57 H -1.32 -8.40 -1.67  0.105
58 H -0.71 -8.97 0.70  0.117
59 H -0.23 -7.20 0.61  0.091
60 H 2.25 -8.45 -0.17  0.105
61 H 1.53 -9.90 0.76  0.114
62 H 0.91 -7.49 2.43  0.110
63 H 2.64 -7.16 1.75  0.104
64 H 1.77 -9.12 3.96  0.136
65 H 2.89 -9.89 2.70  0.131
66 H 4.28 -5.50 5.77  0.092
67 H 4.99 -5.47 4.07  0.060
68 H 5.54 -6.82 5.19  0.095
69 H 3.92 -3.49 -2.97  0.131
70 H 3.28 -1.78 -2.85  0.120
71 H 1.99 -0.40 -1.35  0.097
72 H 0.86 0.67 -2.32  0.127
73 H -0.73 0.89 -0.64  0.116
74 H -0.80 -1.00 -0.37  0.106
75 H 0.22 -0.73 1.73  0.106
76 H 1.71 -0.25 0.77  0.093
77 H -0.51 1.64 1.57  0.106
78 H 0.26 0.63 3.55  0.121
79 H 0.71 2.41 3.54  0.119
80 H 3.16 1.90 1.22  0.104
81 H 5.70 1.01 1.33  0.084
82 H 6.53 -0.48 3.37  0.088
83 H 4.77 -1.12 5.36  0.096
84 H 2.61 -0.13 6.28  0.107
85 C -3.60 -0.99 -4.44  -0.060
86 C -2.50 -0.22 -4.81  -0.048
87 C -2.69 0.95 -5.54  0.012
88 C -3.98 1.35 -5.88  -0.144
89 C -5.08 0.58 -5.52  -0.007
90 C -4.89 -0.60 -4.80  -0.069
91 N -4.19 2.60 -6.62  -0.320
92 O -3.20 3.24 -6.94  0.077
93 O -5.34 2.93 -6.87  0.048
94 H -3.45 -1.90 -3.87  0.110
95 H -1.50 -0.53 -4.54  0.071
96 H -1.83 1.55 -5.82  0.121
97 H -6.09 0.87 -5.78  0.117
98 H -5.74 -1.20 -4.51  0.107
99 C -0.81 2.92 9.11  -0.073
100 C -1.51 2.00 8.33  -0.069
101 C -1.75 2.26 6.99  -0.002
102 C -1.28 3.45 6.43  -0.131
103 C -0.59 4.38 7.21  0.003
104 C -0.35 4.11 8.55  -0.053
105 N -1.51 3.72 5.01  -0.332
106 O -2.14 2.89 4.36  0.027
107 O -1.06 4.76 4.55  0.086
108 H -0.62 2.70 10.16  0.106
109 H -1.86 1.07 8.77  0.108
110 H -2.29 1.53 6.39  0.113
111 H -0.22 5.31 6.78  0.057
112 H 0.19 4.82 9.16  0.110
113 C 5.35 1.40 -8.33  -0.070
114 C 5.30 0.26 -7.55  -0.057
115 C 4.62 0.27 -6.33  0.006
116 C 4.00 1.45 -5.91  -0.138
117 C 4.05 2.60 -6.69  0.001
118 C 4.73 2.58 -7.90  -0.067
119 N 3.27 1.45 -4.65  -0.330
120 O 3.28 0.42 -3.99  0.062
121 O 2.70 2.48 -4.32  0.082
122 H 5.87 1.39 -9.28  0.108
123 H 5.78 -0.66 -7.88  0.111
124 H 4.59 -0.63 -5.73  0.094
125 H 3.58 3.52 -6.37  0.120
126 H 4.78 3.47 -8.52  0.108
127 C -6.47 4.09 -9.37  -0.071
128 C -7.50 4.47 -10.23  -0.067
129 C -7.67 5.80 -10.57  -0.009
130 C -6.81 6.76 -10.04  -0.150
131 C -5.78 6.39 -9.17  0.007
132 C -5.61 5.05 -8.84  -0.062
133 N -6.97 8.17 -10.41  -0.349
134 O -7.90 8.46 -11.16  0.065
135 O -6.18 8.98 -9.96  0.067
136 H -6.33 3.05 -9.12  0.099
137 H -8.16 3.71 -10.64  0.106
138 H -8.48 6.08 -11.24  0.116
139 H -5.11 7.13 -8.75  0.119
140 H -4.82 4.76 -8.17  0.078
141 C 1.39 11.57 5.99  -0.070
142 C 2.42 10.64 6.02  -0.064
143 C 2.14 9.28 6.15  0.002
144 C 0.81 8.87 6.24  -0.137
145 C -0.23 9.80 6.22  0.002
146 C 0.07 11.15 6.09  -0.064
147 N 0.50 7.44 6.35  -0.311
148 O 1.44 6.66 6.39  0.080
149 O -0.68 7.12 6.40  0.055
150 H 1.62 12.62 5.89  0.109
151 H 3.46 10.97 5.94  0.110
152 H 2.95 8.57 6.17  0.120
153 H -1.27 9.49 6.29  0.120
154 H -0.73 11.88 6.07  0.110
155 C -6.35 3.52 4.83  -0.066
156 C -5.32 2.59 4.86  -0.057
157 C -5.61 1.23 4.98  0.005
158 C -6.94 0.82 5.07  -0.146
159 C -7.98 1.76 5.05  -0.005
160 C -7.68 3.11 4.93  -0.069
161 N -7.26 -0.60 5.18  -0.348
162 O -6.32 -1.39 5.22  0.070
163 O -8.43 -0.93 5.22  0.071
164 H -6.12 4.58 4.73  0.109
165 H -4.29 2.92 4.78  0.078
166 H -4.80 0.52 5.01  0.117
167 H -9.02 1.45 5.12  0.118
168 H -8.48 3.84 4.91  0.107

Values from the calculation:
Gap between HOMO and LUMO = 6.86 eV
SMILES = CCP(CC)[C@](CCCCCCCCOC(C)=O)(COC(F)(F)F)OC(=O)CCCNCc1ccccc1O.O=[N+]([O-])c1ccccc1.O=[N+]([O-])c1ccccc1.O=[N+]([O-])c1ccccc1.O=[N+]([O-])c1ccccc1.O=[N+]([O-])c1ccccc1.O=[N+]([O-])c1ccccc1
Charge = 0



2.
A molecular structure, C64H81N8Na2O24 at a distorted geometry, computed with the ωB97M-V functional and the def2-TZVPD basis.

Each line ends with the Löwdin charge.
Atoms and positions in Å:
1 Na 9.78 16.82 13.70  0.336
2 Na 7.84 17.89 15.99  0.474
3 C 11.89 18.24 17.38  0.043
4 C 12.46 19.25 16.38  -0.365
5 O 13.14 20.21 16.67  0.094
6 N 12.26 18.88 14.94  0.095
7 H 12.28 17.82 14.88  0.106
8 H 11.25 19.01 14.63  0.106
9 C 13.36 19.44 14.01  0.040
10 H 11.82 18.61 18.40  0.076
11 H 12.54 17.37 17.49  0.075
12 H 10.93 17.79 17.13  0.089
13 H 13.23 20.52 13.95  0.077
14 H 13.19 18.94 13.06  0.082
15 H 14.32 19.26 14.48  0.075
16 O 12.17 15.93 14.87  -0.371
17 C 11.57 14.76 15.43  -0.353
18 C 10.17 14.77 16.34  -0.370
19 O 9.01 15.55 16.00  -0.374
20 H 12.33 14.27 16.07  0.034
21 H 11.52 13.93 14.71  0.070
22 H 10.47 15.02 17.38  0.046
23 H 9.86 13.72 16.37  0.070
24 O 7.19 17.33 13.48  -0.374
25 C 7.49 18.64 12.92  -0.398
26 C 8.49 19.68 13.57  -0.360
27 O 9.54 19.21 14.43  -0.385
28 H 6.58 19.22 12.71  0.072
29 H 7.87 18.45 11.91  0.065
30 H 7.88 20.38 14.18  0.072
31 H 8.90 20.37 12.81  0.072
32 C 16.49 24.43 19.93  -0.059
33 C 15.18 24.71 20.41  -0.084
34 C 14.18 23.79 20.25  -0.035
35 C 14.41 22.52 19.67  -0.101
36 C 15.71 22.25 19.20  0.001
37 C 16.72 23.17 19.37  -0.071
38 N 13.37 21.47 19.70  -0.317
39 O 12.19 21.85 19.70  0.057
40 O 13.67 20.31 19.58  0.079
41 H 17.23 25.22 19.96  0.102
42 H 14.95 25.65 20.91  0.105
43 H 13.26 24.06 20.75  0.117
44 H 15.86 21.28 18.73  0.088
45 H 17.71 22.91 19.02  0.107
46 C 15.09 14.40 19.07  -0.075
47 C 15.79 15.14 19.97  -0.075
48 C 16.20 16.45 19.67  -0.019
49 C 15.84 17.02 18.46  -0.120
50 C 15.01 16.29 17.59  0.009
51 C 14.72 14.95 17.85  -0.042
52 N 16.25 18.43 18.14  -0.291
53 O 15.92 18.91 17.04  0.041
54 O 16.88 19.06 18.99  0.048
55 H 14.89 13.35 19.16  0.103
56 H 16.07 14.68 20.91  0.109
57 H 16.78 17.01 20.39  0.113
58 H 14.65 16.57 16.60  0.102
59 H 14.21 14.35 17.10  0.085
60 C 10.53 11.43 20.10  -0.078
61 C 11.00 12.55 19.39  -0.017
62 C 12.11 12.37 18.51  0.031
63 C 12.60 11.08 18.28  -0.170
64 C 12.00 10.04 18.88  -0.027
65 C 10.99 10.18 19.82  -0.071
66 N 13.68 10.80 17.36  -0.325
67 O 13.86 9.65 16.94  0.070
68 O 14.35 11.77 17.08  0.072
69 H 9.79 11.57 20.88  0.097
70 H 10.67 13.55 19.61  0.091
71 H 12.57 13.21 18.03  0.079
72 H 12.36 9.04 18.65  0.118
73 H 10.51 9.33 20.29  0.108
74 C 11.36 22.38 12.83  -0.079
75 C 10.90 22.88 14.02  -0.036
76 C 10.96 24.27 14.24  -0.017
77 C 11.51 25.11 13.31  -0.172
78 C 11.93 24.62 12.06  0.016
79 C 11.89 23.21 11.86  -0.044
80 N 11.70 26.54 13.65  -0.317
81 O 12.71 27.13 13.19  0.043
82 O 10.90 27.00 14.44  0.077
83 H 11.15 21.32 12.70  0.089
84 H 10.46 22.26 14.78  0.094
85 H 10.72 24.68 15.21  0.120
86 H 12.32 25.32 11.33  0.114
87 H 12.25 22.86 10.90  0.093
88 C 14.79 24.97 16.52  -0.062
89 C 15.71 26.00 16.51  -0.056
90 C 16.34 26.27 15.29  -0.004
91 C 16.03 25.60 14.11  -0.127
92 C 15.08 24.63 14.21  -0.043
93 C 14.44 24.32 15.35  -0.067
94 N 16.82 25.79 12.85  -0.317
95 O 16.81 24.98 11.92  0.071
96 O 17.53 26.79 12.84  0.057
97 H 14.35 24.76 17.48  0.096
98 H 15.89 26.53 17.44  0.105
99 H 17.06 27.06 15.40  0.114
100 H 14.84 24.08 13.32  0.124
101 H 13.72 23.52 15.31  0.112
102 C 16.06 17.36 13.44  -0.071
103 C 16.32 18.13 12.31  -0.069
104 C 15.79 17.74 11.09  -0.011
105 C 14.90 16.67 11.01  -0.146
106 C 14.60 15.91 12.15  0.024
107 C 15.20 16.29 13.31  -0.071
108 N 14.24 16.39 9.76  -0.340
109 O 13.95 17.30 9.01  0.072
110 O 14.23 15.21 9.39  0.070
111 H 16.40 17.78 14.38  0.095
112 H 16.74 19.13 12.36  0.082
113 H 16.01 18.41 10.27  0.118
114 H 13.95 15.05 12.14  0.102
115 H 14.97 15.77 14.23  0.100
116 C 8.36 15.37 20.00  -0.052
117 C 8.15 14.25 20.78  -0.087
118 C 8.47 14.25 22.13  -0.011
119 C 9.05 15.40 22.70  -0.135
120 C 9.26 16.55 21.92  0.012
121 C 8.93 16.51 20.55  -0.032
122 N 9.52 15.39 24.10  -0.348
123 O 9.56 16.44 24.68  0.066
124 O 9.72 14.30 24.66  0.047
125 H 8.00 15.38 18.97  0.114
126 H 7.74 13.34 20.35  0.110
127 H 8.32 13.37 22.74  0.110
128 H 9.67 17.49 22.28  0.098
129 H 9.07 17.34 19.86  0.102
130 C 13.51 17.75 21.67  -0.019
131 C 12.36 18.54 22.28  -0.455
132 O 11.57 19.15 21.54  0.026
133 C 12.22 18.65 23.81  -0.019
134 H 13.47 17.89 20.59  0.060
135 H 13.32 16.70 21.92  0.087
136 H 14.49 18.13 21.95  0.086
137 H 12.08 17.66 24.25  0.072
138 H 11.37 19.31 23.99  0.081
139 H 13.10 19.08 24.28  0.077
140 C 18.93 20.37 14.15  -0.022
141 C 17.58 20.98 14.39  -0.458
142 O 16.70 21.17 13.53  0.027
143 C 17.40 21.65 15.74  -0.026
144 H 19.26 20.52 13.13  0.088
145 H 18.80 19.28 14.23  0.087
146 H 19.75 20.72 14.77  0.085
147 H 17.65 21.02 16.59  0.068
148 H 16.39 22.06 15.80  0.071
149 H 18.06 22.52 15.75  0.091
150 C 10.61 18.83 8.91  -0.003
151 C 11.24 18.88 10.32  -0.447
152 O 10.81 18.31 11.30  0.082
153 C 12.36 19.87 10.51  -0.022
154 H 10.00 17.93 8.85  0.076
155 H 11.44 18.67 8.22  0.074
156 H 10.00 19.68 8.58  0.084
157 H 12.33 20.12 11.56  0.038
158 H 12.15 20.74 9.88  0.079
159 H 13.35 19.50 10.23  0.076
160 C 7.95 21.36 19.31  -0.015
161 C 8.48 20.53 18.14  -0.407
162 O 8.19 19.33 18.08  0.036
163 C 9.49 21.28 17.24  -0.002
164 H 8.79 21.67 19.93  0.086
165 H 7.19 20.78 19.84  0.079
166 H 7.42 22.24 18.93  0.082
167 H 10.25 21.79 17.84  0.071
168 H 8.94 21.93 16.56  0.087
169 H 10.02 20.53 16.66  0.051
170 C 9.56 13.73 9.90  -0.017
171 C 10.14 14.49 11.07  -0.396
172 O 9.49 15.14 11.93  0.058
173 C 11.66 14.45 11.26  -0.015
174 H 9.51 14.23 8.93  0.084
175 H 8.60 13.31 10.20  0.085
176 H 10.14 12.84 9.66  0.071
177 H 11.98 14.76 12.26  0.065
178 H 12.09 15.18 10.57  0.063
179 H 11.98 13.50 10.84  0.084

Values from the calculation:
Gap between HOMO and LUMO = 4.17 eV
Charge = -1



no.,E_LUMO (eV)
1,-0.96
2,0.63